Entry 1:
Entry from the OMol25 dataset: C30H27O2P2SbSe4V as an isolated structure (ωB97M-V/def2-TZVPD).

* LUMO (spin up / spin down): 3.61 / 3.61 eV
* energy above the lowest of the compared OMol25 structures with the same formula, charge and spin: 136.2 kJ/mol

```
! RIJCOSX wB97M-V def2-TZVPD def2/J DEFGRID3
* xyz -2 4
V 2.41 0.28 2.36
C 4.16 0.87 3.66
C 3.20 1.93 3.81
C 3.05 2.56 2.56
C 3.89 1.89 1.61
C 4.58 0.85 2.32
H 4.56 0.26 4.45
H 2.72 2.22 4.73
H 2.40 3.39 2.36
H 4.01 2.16 0.57
H 5.35 0.21 1.92
O -1.57 -1.22 1.51
P -1.18 -1.49 0.10
C 0.01 -0.38 -0.67
P 0.23 1.24 0.10
O 0.57 1.33 1.57
C -1.46 1.90 -0.12
C -2.15 2.26 1.03
C -3.46 2.75 0.93
C -4.05 2.89 -0.31
C -3.34 2.57 -1.47
C -2.04 2.09 -1.37
C 1.34 2.13 -0.96
C 1.62 3.48 -0.63
C 2.37 4.26 -1.49
C 2.82 3.75 -2.71
C 2.49 2.43 -3.08
C 1.76 1.63 -2.22
C -0.59 -3.15 -0.21
C -0.14 -3.59 -1.46
C 0.39 -4.87 -1.59
C 0.47 -5.70 -0.47
C 0.02 -5.26 0.77
C -0.51 -3.98 0.90
C -2.67 -1.29 -0.97
C -2.66 -1.23 -2.36
C -3.84 -1.08 -3.08
C -5.05 -1.00 -2.40
C -5.07 -1.08 -1.01
C -3.89 -1.23 -0.30
H -0.39 -0.22 -1.68
H 1.00 -0.85 -0.72
H -1.68 2.10 1.99
H -4.01 2.99 1.83
H -5.07 3.25 -0.39
H -3.80 2.69 -2.44
H -1.48 1.87 -2.27
H 1.27 3.89 0.31
H 2.60 5.28 -1.21
H 3.42 4.36 -3.38
H 2.83 2.02 -4.03
H 1.55 0.61 -2.50
H -0.19 -2.94 -2.32
H 0.76 -5.20 -2.54
H 0.91 -6.68 -0.56
H 0.12 -5.87 1.65
H -0.81 -3.62 1.87
H -1.72 -1.30 -2.90
H -3.81 -1.02 -4.16
H -5.97 -0.87 -2.95
H -6.02 -1.02 -0.48
H -3.88 -1.27 0.78
Se 5.08 -2.62 4.52
Sb 2.81 -2.83 3.64
Se 2.65 -1.69 1.16
Se 1.29 -0.83 4.13
Se 1.80 -4.99 4.30
*
```

=====

Entry 2:
Entry from the OMol25 dataset: C30H27O2P2SbSe4V as an isolated structure (ωB97M-V/def2-TZVPD).

* LUMO (spin up / spin down): 3.92 / 3.91 eV
* energy above the lowest of the compared OMol25 structures with the same formula, charge and spin: 10.6 kJ/mol

```
! RIJCOSX wB97M-V def2-TZVPD def2/J DEFGRID3
* xyz -2 4
V -0.37 -0.17 0.00
C 0.14 -1.39 1.97
C 1.34 -0.87 1.42
C 1.27 0.54 1.51
C 0.04 0.89 2.10
C -0.66 -0.31 2.38
H -0.13 -2.44 1.99
H 2.12 -1.46 0.96
H 2.01 1.23 1.12
H -0.35 1.88 2.26
H -1.66 -0.37 2.77
O -0.84 1.92 -0.76
P -1.98 2.09 -1.75
C -3.50 2.39 -0.80
P -3.57 1.11 0.55
O -2.56 0.05 0.20
C -5.19 0.32 0.38
C -6.37 1.01 0.63
C -7.60 0.39 0.47
C -7.66 -0.94 0.05
C -6.48 -1.63 -0.20
C -5.25 -1.01 -0.04
C -3.57 1.99 2.03
C -2.77 3.17 2.21
C -2.77 3.84 3.40
C -3.52 3.38 4.51
C -4.24 2.17 4.38
C -4.26 1.48 3.19
C -1.66 3.58 -2.71
C -0.61 4.41 -2.35
C -0.36 5.58 -3.06
C -1.16 5.92 -4.14
C -2.21 5.08 -4.51
C -2.45 3.92 -3.81
C -2.33 0.81 -2.96
C -1.35 0.50 -3.90
C -1.57 -0.53 -4.80
C -2.76 -1.24 -4.77
C -3.75 -0.91 -3.84
C -3.53 0.11 -2.93
H -4.41 2.37 -1.40
H -3.39 3.37 -0.35
H -6.31 2.04 0.99
H -8.51 0.93 0.67
H -8.61 -1.42 -0.08
H -6.52 -2.67 -0.53
H -4.32 -1.54 -0.23
H -2.13 3.52 1.40
H -2.16 4.73 3.50
H -3.49 3.91 5.45
H -4.77 1.76 5.23
H -4.80 0.54 3.13
H 0.02 4.12 -1.51
H 0.47 6.22 -2.78
H -0.96 6.82 -4.70
H -2.82 5.34 -5.37
H -3.25 3.25 -4.11
H -0.40 1.01 -3.89
H -0.78 -0.83 -5.48
H -2.91 -2.08 -5.44
H -4.67 -1.48 -3.79
H -4.28 0.32 -2.19
Se 2.78 -3.69 -0.87
Sb 1.17 -2.44 -2.20
Se 1.40 0.04 -1.83
Se -1.09 -2.36 -1.10
Se 1.06 -3.03 -4.56
*
```

=====

Entry 3:
Entry from the OMol25 dataset: C30H27O6P2RbS as an isolated structure (ωB97M-V/def2-TZVPD).

* LUMO: 3.87 eV
* energy above the lowest of the compared OMol25 structures with the same formula, charge and spin: 0.0 kJ/mol

```
! RIJCOSX wB97M-V def2-TZVPD def2/J DEFGRID3
* xyz -2 1
Rb 0.21 -0.03 0.61
C -1.74 -2.77 0.80
C -0.91 -2.89 1.93
C -1.32 -1.94 2.88
C -2.41 -1.23 2.34
C -2.67 -1.74 1.06
H -1.68 -3.35 -0.11
H -0.08 -3.58 2.03
H -0.87 -1.78 3.85
H -2.95 -0.43 2.83
H -3.45 -1.39 0.38
O 5.00 1.04 0.81
S 3.56 0.90 0.81
O 2.94 2.24 0.15
O 3.08 -0.19 -0.04
O 2.95 0.90 2.14
O -0.35 2.71 -0.11
P 0.18 3.49 -1.27
C -0.78 2.93 -2.76
P -0.32 1.28 -3.33
O -0.31 0.20 -2.31
C 1.23 1.40 -4.26
C 1.97 0.23 -4.35
C 3.14 0.20 -5.08
C 3.59 1.35 -5.72
C 2.86 2.53 -5.62
C 1.68 2.56 -4.88
C -1.57 0.90 -4.60
C -1.66 1.59 -5.81
C -2.64 1.26 -6.73
C -3.54 0.24 -6.45
C -3.45 -0.46 -5.25
C -2.47 -0.13 -4.33
C 1.87 3.47 -1.63
C 2.66 2.25 -1.32
C 3.94 2.21 -2.10
C 4.44 3.31 -2.70
C 3.74 4.56 -2.76
C 2.47 4.59 -2.25
C -0.31 5.24 -1.12
C -1.27 5.89 -1.89
C -1.63 7.21 -1.62
C -1.03 7.89 -0.58
C -0.07 7.25 0.20
C 0.29 5.94 -0.07
H -0.65 3.62 -3.60
H -1.85 2.88 -2.51
H 1.64 -0.65 -3.81
H 3.73 -0.70 -5.13
H 4.52 1.34 -6.27
H 3.23 3.45 -6.06
H 1.17 3.50 -4.76
H -0.94 2.37 -6.03
H -2.70 1.80 -7.67
H -4.30 -0.02 -7.17
H -4.14 -1.26 -5.03
H -2.37 -0.66 -3.39
H 2.10 1.32 -1.47
H 4.48 1.28 -2.09
H 5.41 3.23 -3.19
H 4.19 5.43 -3.22
H 1.90 5.51 -2.35
H -1.76 5.37 -2.70
H -2.38 7.70 -2.23
H -1.30 8.92 -0.37
H 0.41 7.78 1.02
H 1.04 5.44 0.53
*
```

=====

Entry 4:
Entry from the OMol25 dataset: C30H28AsBrIrN8O7PS as an isolated structure (ωB97M-V/def2-TZVPD).

* LUMO (spin up / spin down): -4.03 / -4.48 eV
* energy above the lowest of the compared OMol25 structures with the same formula, charge and spin: 24.9 kJ/mol

```
! RIJCOSX wB97M-V def2-TZVPD def2/J DEFGRID3
* xyz 1 2
Ir 0.08 0.21 -0.76
Br 2.80 -6.21 -2.70
C 1.70 -4.73 -2.32
C 0.53 -4.90 -1.58
C -0.29 -3.83 -1.29
C 0.05 -2.55 -1.71
O -0.77 -1.53 -1.44
C 1.22 -2.39 -2.49
C 1.48 -1.13 -3.10
N 0.94 -0.02 -2.72
C 1.03 1.18 -3.43
C 1.85 1.47 -4.49
C 1.79 2.74 -5.10
C 0.91 3.69 -4.66
C 0.06 3.41 -3.57
C -0.83 4.36 -3.03
C -1.58 4.03 -1.94
C -1.42 2.77 -1.37
N -0.63 1.82 -1.85
C 0.13 2.15 -2.96
C 2.03 -3.48 -2.79
H 0.28 -5.89 -1.22
H -1.18 -3.99 -0.70
H 2.11 -1.13 -3.99
H 2.56 0.75 -4.87
H 2.45 2.96 -5.92
H 0.88 4.67 -5.11
H -0.88 5.36 -3.46
H -2.25 4.73 -1.47
H -1.89 2.55 -0.43
H 2.94 -3.34 -3.37
O 4.36 0.52 0.10
As 3.36 -0.91 0.36
O 4.09 -2.22 -0.24
O 1.95 -0.52 -0.51
C 3.12 -0.73 2.28
C 4.14 -0.07 2.95
C 4.12 0.06 4.33
C 3.06 -0.46 5.06
C 2.03 -1.12 4.40
C 2.06 -1.25 3.02
S 0.70 -2.05 2.22
O 1.22 -3.10 1.40
O -0.27 -2.39 3.25
O 0.12 -0.93 1.40
H 5.09 0.26 -0.47
H 4.97 0.34 2.38
H 4.93 0.57 4.83
H 3.04 -0.37 6.14
H 1.21 -1.55 4.95
N 1.41 5.68 -1.25
C 1.83 4.72 -0.76
N 2.31 3.61 -0.21
C 1.53 2.67 0.06
N 0.79 1.79 0.35
C -4.34 0.89 2.35
N -3.09 0.28 3.00
C -3.25 -1.27 3.04
N -3.58 -1.77 1.75
C -4.77 -1.13 1.21
N -4.57 0.31 1.07
C -3.54 0.66 0.08
P -1.87 -0.03 0.57
C -1.85 0.69 2.27
C -2.47 -1.76 0.81
H -4.18 1.96 2.29
H -5.17 0.67 3.02
H -3.02 0.62 3.96
H -4.05 -1.45 3.75
H -2.30 -1.67 3.39
H -5.62 -1.30 1.88
H -4.99 -1.56 0.24
H -3.56 1.75 0.00
H -3.83 0.27 -0.90
H -1.80 1.78 2.22
H -0.99 0.30 2.80
H -1.66 -2.37 1.18
H -2.79 -2.15 -0.15
*
```

=====

Entry 5:
Entry from the OMol25 dataset: C30H28AuN2Si as an isolated structure (ωB97M-V/def2-TZVPD).

* LUMO (spin up / spin down): -3.50 / -5.21 eV

```
! RIJCOSX wB97M-V def2-TZVPD def2/J DEFGRID3
* xyz 1 3
C -0.56 -1.93 2.77
C -1.81 -2.05 2.07
C -1.67 -3.01 1.03
H -2.75 -1.59 2.39
C -0.34 -3.50 1.04
C 0.38 -2.86 2.11
H 1.30 -3.23 2.58
H -0.39 -1.44 3.73
H -2.49 -3.39 0.42
H 0.05 -4.30 0.40
Au 0.91 -0.77 1.38
C 0.42 -0.45 -0.59
H 0.31 -1.39 -1.11
H 1.19 0.18 -1.03
H -0.56 0.03 -0.43
Si -1.35 0.53 -2.56
C -2.70 1.77 -2.96
C -3.89 1.25 -2.40
H -3.91 0.25 -1.96
C -5.04 2.02 -2.33
H -5.91 1.61 -1.80
C -5.05 3.29 -2.91
H -5.96 3.89 -2.83
C -3.90 3.78 -3.53
H -3.93 4.78 -3.98
C -2.72 3.03 -3.57
H -1.83 3.42 -4.07
C -1.48 -0.84 -3.80
C -2.52 -0.80 -4.75
H -3.09 0.11 -4.90
C -2.82 -1.96 -5.47
H -3.66 -1.95 -6.15
C -2.05 -3.11 -5.28
H -2.32 -4.03 -5.80
C -0.93 -3.10 -4.44
H -0.31 -3.98 -4.31
C -0.61 -1.95 -3.72
H 0.28 -1.89 -3.10
H -1.93 0.10 -1.28
H 0.08 0.95 -2.37
C 2.68 3.19 0.66
C 1.86 2.07 0.67
N 2.08 1.06 1.52
C 3.01 1.20 2.51
C 3.86 2.33 2.56
C 3.70 3.32 1.58
C 4.83 2.40 3.60
C 4.90 1.45 4.60
C 4.00 0.35 4.64
C 3.99 -0.59 5.69
C 3.04 -1.59 5.69
C 2.16 -1.68 4.61
N 2.22 -0.85 3.57
C 3.07 0.20 3.57
H 2.50 3.94 -0.09
H 1.02 1.98 -0.02
H 4.39 4.16 1.57
H 5.52 3.25 3.59
H 5.65 1.55 5.39
H 4.71 -0.48 6.49
H 2.96 -2.31 6.49
H 1.39 -2.45 4.61
*
```

=====

Entry 6:
Entry from the OMol25 dataset: a 2-piece molecular cluster, C30H28BCl2FNO10P overall (ωB97M-V/def2-TZVPD).

* LUMO: -1.21 eV
* SMILES string: C#CCc1c(Cl)c2c(c(CCOCC)c1P(=O)(O)O)C(=O)c1c(B(O)O)cc([C@H](Cl)CC)c(F)c1C2=O.O=[N+]([O-])c1ccccc1

```
! RIJCOSX wB97M-V def2-TZVPD def2/J DEFGRID3
* xyz 0 1
C -0.77 4.14 2.19
C -0.18 3.29 2.83
C 0.49 2.19 3.65
C 0.06 0.86 3.01
C -1.31 0.47 3.19
Cl -2.38 1.49 4.16
C -1.81 -0.72 2.61
C -0.91 -1.55 1.86
C 0.44 -1.20 1.66
C 1.35 -2.11 0.80
C 1.54 -1.36 -0.60
O 2.86 -1.41 -1.10
C 3.11 -2.59 -1.87
C 2.99 -2.19 -3.39
C 0.94 0.01 2.26
P 2.67 0.61 2.16
O 3.24 0.86 3.50
O 3.68 -0.41 1.40
O 2.66 1.99 1.26
C -1.54 -2.84 1.31
O -1.03 -3.93 1.34
C -2.96 -2.65 0.72
C -3.39 -3.26 -0.49
B -2.43 -4.16 -1.38
O -2.33 -5.54 -1.26
O -1.66 -3.55 -2.38
C -4.73 -3.06 -0.92
C -5.63 -2.25 -0.17
C -7.06 -2.07 -0.75
Cl -7.93 -3.64 -0.95
C -6.92 -1.23 -2.10
C -7.36 -2.00 -3.39
C -5.18 -1.64 1.01
F -6.02 -0.84 1.72
C -3.85 -1.82 1.46
C -3.30 -1.16 2.74
O -3.96 -0.98 3.73
H -1.44 4.69 1.54
H 0.08 2.25 4.68
H 1.57 2.40 3.60
H 2.32 -2.34 1.28
H 0.87 -3.07 0.55
H 0.84 -1.80 -1.36
H 1.19 -0.30 -0.48
H 4.18 -2.84 -1.71
H 2.46 -3.45 -1.61
H 1.92 -1.97 -3.59
H 3.59 -1.27 -3.55
H 3.40 -3.01 -4.00
H 4.57 -0.36 1.79
H 2.63 1.69 0.33
H -1.41 -5.80 -1.41
H -1.51 -4.25 -3.04
H -5.07 -3.56 -1.84
H -7.64 -1.45 -0.05
H -7.52 -0.31 -1.98
H -5.85 -0.97 -2.24
H -6.88 -1.46 -4.24
H -6.96 -3.03 -3.43
H -8.45 -1.95 -3.55
O 4.18 5.74 -2.98
N 5.24 6.14 -2.54
O 6.01 6.86 -3.14
C 5.61 5.72 -1.18
C 4.77 4.87 -0.48
C 5.13 4.46 0.79
C 6.33 4.89 1.35
C 7.16 5.75 0.64
C 6.80 6.17 -0.63
H 3.84 4.53 -0.91
H 4.49 3.79 1.35
H 6.61 4.56 2.34
H 8.09 6.09 1.08
H 7.45 6.83 -1.18
*
```

=====

Entry 7:
Entry from the OMol25 dataset: C30H28BrF4N3O2PPbSe2 as an isolated structure (ωB97M-V/def2-TZVPD).

* LUMO (spin up / spin down): -6.05 / -5.79 eV
* energy above the lowest of the compared OMol25 structures with the same formula, charge and spin: 109.2 kJ/mol

```
! RIJCOSX wB97M-V def2-TZVPD def2/J DEFGRID3
* xyz 1 1
Pb 0.43 -0.18 -0.34
C 3.65 -1.67 1.16
C 2.71 -0.96 2.13
N 2.07 0.25 1.59
C 3.04 1.25 1.12
C 3.90 1.91 2.21
C 1.14 0.77 2.59
C 0.31 1.96 2.14
N -0.47 1.71 0.95
C -1.23 2.69 0.46
C -2.06 2.44 -0.67
F -2.00 1.23 -1.26
C -2.94 3.37 -1.19
F -3.70 3.03 -2.23
C -3.06 4.63 -0.64
C -2.25 4.93 0.45
F -2.33 6.14 1.01
C -1.37 4.01 0.99
F -0.66 4.41 2.05
H 3.89 -2.65 1.56
H 4.58 -1.13 1.03
H 3.18 -1.81 0.20
H 3.25 -0.71 3.05
H 1.91 -1.65 2.41
H 2.50 2.03 0.58
H 3.68 0.76 0.40
H 3.30 2.53 2.87
H 4.64 2.55 1.73
H 4.43 1.17 2.80
H 1.68 1.05 3.50
H 0.45 -0.05 2.86
H 0.97 2.83 2.00
H -0.37 2.20 2.96
H -3.74 5.36 -1.04
Se -0.92 -1.97 1.46
P -2.48 -1.92 -0.09
Se -1.55 -1.74 -2.07
C -3.42 -3.47 0.11
C -3.28 -4.54 -0.76
C -4.01 -5.69 -0.54
C -4.87 -5.77 0.54
C -4.99 -4.71 1.42
C -4.26 -3.55 1.21
C -3.69 -0.59 0.20
C -3.58 0.28 1.27
C -4.51 1.30 1.42
C -5.52 1.45 0.50
C -5.64 0.58 -0.57
C -4.72 -0.45 -0.73
H -2.60 -4.46 -1.61
H -3.91 -6.52 -1.22
H -5.44 -6.67 0.71
H -5.64 -4.78 2.28
H -4.34 -2.72 1.90
H -2.78 0.16 1.99
H -4.43 1.97 2.26
H -6.23 2.27 0.60
H -6.43 0.69 -1.29
H -4.79 -1.13 -1.57
Br 6.49 2.04 -5.27
C 5.30 0.64 -4.79
C 5.26 -0.53 -5.54
N 4.45 -1.51 -5.22
C 3.62 -1.41 -4.21
C 3.58 -0.27 -3.41
C 4.44 0.78 -3.71
C 2.57 -0.20 -2.29
O 2.11 0.91 -1.98
O 2.24 -1.28 -1.77
H 5.91 -0.69 -6.39
H 2.97 -2.25 -4.02
H 4.44 1.67 -3.11
*
```